No. 1
C22H22MgN3O2S2 | ωB97M-V/def2-TZVPD

Structure (XYZ):
```
52
Properties=species:S:1:pos:R:3:forces:R:3
Mg 1.689002 -0.397617 0.479289 0.0 0.7 -1.1
C -2.431529 1.027912 -0.081114 0.1 -0.1 -0.1
C -1.108420 0.685664 0.571733 -0.1 0.1 -0.6
N -0.072894 0.386342 -0.166138 -0.5 0.3 0.1
N -0.300835 0.460736 -1.529930 -0.5 0.2 -0.4
C 0.698611 0.271229 -2.328525 -0.4 -0.1 -0.2
S 2.324367 -0.078806 -2.044863 0.2 0.1 0.0
S 0.174328 0.339843 -4.072383 0.0 -0.1 -0.1
C -0.736264 -1.250787 -4.155468 0.1 0.4 0.2
C -2.145160 -1.157452 -3.651149 -0.1 -0.1 0.0
C -3.116664 -0.474089 -4.379500 0.0 0.0 0.0
C -4.415883 -0.376877 -3.910407 0.0 0.0 0.0
C -4.766913 -0.963357 -2.700907 0.0 0.0 0.0
C -3.807490 -1.645786 -1.969426 0.0 0.0 0.0
C -2.505528 -1.740091 -2.441152 0.0 0.0 0.0
C -1.071788 0.686603 2.027748 0.1 -0.1 0.3
C -2.198205 1.132105 2.744717 0.0 0.0 0.0
C -2.284223 1.067785 4.116742 -0.1 0.0 0.1
C -1.222788 0.510097 4.840525 0.1 0.0 -0.2
C -0.089653 0.100638 4.187229 0.0 0.0 0.1
C 0.065180 0.232272 2.776535 0.0 0.1 0.0
O 1.190113 -0.042974 2.238200 -0.5 0.2 1.3
H -2.391185 0.766864 -1.131779 -0.1 0.0 0.0
H -2.636104 2.098032 -0.003591 0.0 0.0 0.1
H -3.239409 0.480617 0.403295 0.0 0.1 0.0
H -0.152992 -1.969477 -3.581439 0.0 -0.1 0.0
H -0.711179 -1.536843 -5.207061 0.0 0.0 0.0
H -2.838529 -0.000395 -5.314350 0.0 0.0 0.0
H -5.159714 0.163948 -4.483539 0.0 0.0 0.0
H -5.780419 -0.879888 -2.327976 0.0 0.0 0.0
H -4.070719 -2.097759 -1.020644 0.0 0.0 0.0
H -1.753948 -2.255729 -1.855040 0.0 0.0 0.0
H -3.036155 1.554498 2.205666 0.0 -0.1 0.0
H -3.165191 1.430753 4.631372 0.0 0.0 0.0
H -1.295113 0.407319 5.917653 0.0 0.0 0.0
H 0.746602 -0.328806 4.726132 0.0 0.0 0.0
C 5.435199 2.495410 1.408911 0.0 0.0 0.0
C 4.499077 2.953630 0.493697 0.0 0.0 0.0
C 3.413796 2.144618 0.196326 0.1 0.1 0.0
N 3.235419 0.957489 0.765450 0.7 0.4 0.2
C 4.131258 0.515553 1.646293 0.1 0.1 0.0
C 5.253934 1.251909 1.992978 0.0 0.0 0.0
H 6.293403 3.104038 1.665819 0.0 0.0 0.0
H 4.608804 3.913879 0.008986 0.0 0.0 0.0
H 2.666657 2.442203 -0.528846 0.0 0.0 0.0
H 3.913839 -0.459766 2.069062 0.1 0.0 0.0
H 5.965606 0.857975 2.705676 0.0 0.0 0.0
C 2.443263 -3.375585 0.816238 -0.1 0.2 0.0
O 2.151746 -2.076262 0.516953 0.7 -2.2 0.1
H 3.497496 -3.510570 1.127674 0.0 -0.1 0.0
H 2.279222 -4.050816 -0.043758 0.0 0.0 0.0
H 1.827973 -3.770231 1.648085 0.0 0.0 0.0
```
Forces are in eV/Å.

Results
Kohn-Sham gap	6.91	eV
maximum force	2.3	eV/A
E_HOMO	-4.147	eV
E_tot	-2162.9162	hartree
total charge	-1


No. 2
C22H22N2O3S | ωB97M-V/def2-TZVPD

Structure (XYZ):
```
50
Properties=species:S:1:pos:R:3:forces:R:3
N 2.060188 -0.116316 3.954231 -0.7 -0.6 -0.2
S 1.163879 -1.473344 3.526852 0.6 0.3 0.3
O 0.745230 -2.091504 4.750947 -0.1 0.2 0.1
O 1.899419 -2.268425 2.582653 -0.3 0.2 -0.1
C -0.245215 -0.763318 2.704819 0.5 0.0 0.3
C -1.012052 -1.597156 1.916554 -0.1 -0.2 -0.1
C -2.130272 -1.095411 1.273555 0.1 0.0 0.1
C -2.467063 0.249299 1.395912 0.0 0.1 0.1
C -3.665130 0.829138 0.690254 0.0 -0.1 -0.2
C -3.824146 0.350169 -0.759054 -0.2 0.0 0.2
N -2.623720 0.528674 -1.539842 -0.1 0.3 0.1
C -1.882949 -0.519255 -1.978703 0.0 0.2 -0.1
O -2.185428 -1.674659 -1.755295 0.0 -0.3 0.0
C -0.699652 -0.118724 -2.799094 0.2 -0.1 -0.2
C -0.917822 0.656959 -3.935264 0.0 0.0 0.0
C 0.130433 0.997252 -4.768266 0.0 0.1 0.0
C 1.412135 0.567329 -4.464853 0.0 0.0 0.0
C 1.633697 -0.194586 -3.333957 -0.1 0.0 0.0
C 0.588459 -0.555524 -2.490019 -0.2 -0.1 -0.1
C 0.900493 -1.324342 -1.233630 0.0 0.0 0.1
C 1.702305 -0.444556 -0.311528 0.2 0.0 0.0
C 2.984749 -0.793322 0.085147 -0.1 0.0 -0.1
C 3.730478 0.057065 0.882629 0.2 0.1 0.0
C 3.201553 1.270452 1.291928 0.2 0.1 -0.1
C 1.916628 1.621676 0.909015 -0.1 0.1 0.0
C 1.175044 0.768921 0.114334 0.1 0.0 0.0
C -1.681982 1.067572 2.202651 0.0 -0.1 0.0
C -0.578282 0.563867 2.869864 -0.1 0.2 0.1
H 2.497132 -0.252647 4.851671 0.0 -0.2 0.3
H 2.736832 0.109484 3.238167 0.1 0.0 -0.2
H -0.720048 -2.629906 1.812540 0.0 -0.2 -0.1
H -2.722183 -1.754129 0.658630 0.0 -0.1 -0.1
H -3.592308 1.919364 0.704044 0.0 0.0 0.1
H -4.571446 0.553068 1.236069 -0.1 0.1 0.0
H -4.050208 -0.717097 -0.792325 -0.1 0.1 0.0
H -4.649781 0.896528 -1.228130 0.0 -0.1 0.1
H -2.302729 1.467725 -1.714574 0.1 -0.1 -0.1
H -1.923167 0.974165 -4.175642 -0.1 0.0 0.0
H -0.050860 1.592569 -5.650622 0.0 0.0 -0.1
H 2.237387 0.828109 -5.110725 0.1 0.0 -0.1
H 2.634785 -0.520656 -3.091855 0.1 0.0 0.0
H -0.019301 -1.640679 -0.742293 0.1 -0.1 0.0
H 1.476737 -2.216980 -1.481853 -0.1 0.0 0.0
H 3.404088 -1.737692 -0.226396 0.0 -0.1 0.0
H 4.730113 -0.225976 1.179552 0.1 0.0 0.0
H 3.789642 1.946605 1.896721 0.1 0.0 0.1
H 1.497422 2.565176 1.226584 -0.1 0.1 0.0
H 0.174246 1.045473 -0.186380 -0.1 0.0 0.0
H -1.939432 2.111516 2.313683 0.0 0.1 0.0
H 0.032101 1.188050 3.501297 0.0 0.1 0.0
```
Forces are in eV/Å.

Results
SMILES	NS(=O)(=O)c1ccc(CCNC(=O)c2ccccc2Cc2ccccc2)cc1
Kohn-Sham gap	9.48	eV
maximum force	0.9	eV/A
E_HOMO	-8.952	eV
E_tot	-1584.9970	hartree
total charge	0
relative energy (zero: lowest compared OMol25 entry of this formula, charge and spin)	0.0	kcal/mol


No. 3
C22H22N2O7S2 | ωB97M-V/def2-TZVPD

Structure (XYZ):
```
55
Properties=species:S:1:pos:R:3:forces:R:3
O -2.085308 -4.278174 1.645195 0.1 0.1 0.3
C -1.789758 -4.355899 0.471200 0.0 0.0 -0.3
N -1.825244 -5.515223 -0.228533 -0.1 -0.2 -0.3
C -2.097170 -6.786580 0.419225 0.1 -0.1 -0.1
C -0.848397 -7.581529 0.613367 0.0 0.3 0.9
C 0.073168 -7.585131 1.618483 -0.5 0.0 -0.4
C 1.075070 -8.509249 1.233406 0.0 -0.3 -0.5
C 0.690322 -8.993371 0.022782 0.7 -0.1 0.5
O -0.469385 -8.436505 -0.364846 -0.4 0.1 -0.3
C -1.373388 -3.159892 -0.329671 0.0 0.3 0.0
C -0.618367 -2.180598 0.311381 0.0 0.0 0.0
C -0.209555 -1.053008 -0.377126 0.1 -0.1 0.1
C -0.579428 -0.905524 -1.701017 0.0 0.5 -0.3
S -0.056814 0.562252 -2.598173 -0.1 0.0 0.0
O -0.688478 0.557751 -3.890635 -0.3 0.0 0.2
O 1.375127 0.662822 -2.536877 0.0 0.0 0.4
C -0.758217 1.895159 -1.610666 0.4 -0.5 -0.2
C -2.078628 2.263585 -1.796290 -0.2 0.1 -0.1
C -2.629759 3.256385 -1.001396 0.1 -0.1 -0.1
C -1.855812 3.861586 -0.020492 0.0 0.1 0.1
C -0.538420 3.478389 0.144884 0.2 0.3 0.3
S 0.489103 4.212638 1.419262 -0.1 -0.1 -0.5
O 1.001647 3.159043 2.242554 0.2 -0.1 -0.1
O -0.257960 5.269326 2.044027 -0.1 0.0 -0.3
N 1.741549 4.783100 0.469859 -0.7 -0.5 0.6
C 1.489452 6.078525 -0.130371 -0.1 0.6 0.0
C 1.855578 7.209026 0.837702 -0.3 0.0 -0.2
O 3.183801 7.074235 1.294575 0.2 0.1 -0.1
C 3.374551 5.842636 1.956107 0.1 -0.3 -0.1
C 3.079275 4.668324 1.020500 0.4 0.0 0.5
C 0.025278 2.496270 -0.645998 0.2 -0.1 -0.1
C -1.352690 -1.851872 -2.344401 0.0 0.1 -0.2
C -1.746943 -2.988784 -1.659611 0.1 0.0 0.2
H -1.428593 -5.548582 -1.154448 0.0 0.1 0.1
H -2.541678 -6.548978 1.388124 0.0 -0.1 -0.2
H -2.804762 -7.354045 -0.191873 0.0 0.0 0.2
H 0.035342 -7.004565 2.516851 -0.1 0.2 0.2
H 1.954112 -8.773292 1.784024 0.2 -0.1 0.1
H 1.134681 -9.710239 -0.638582 0.0 -0.1 -0.2
H -0.361833 -2.321060 1.350120 0.0 0.0 0.1
H 0.389884 -0.294769 0.101432 0.1 0.1 0.1
H -2.649340 1.777055 -2.571987 -0.1 0.0 -0.1
H -3.656915 3.555828 -1.141276 -0.1 0.0 0.0
H -2.254010 4.630536 0.623356 -0.1 0.1 0.0
H 0.431663 6.126988 -0.389885 0.0 0.2 -0.2
H 2.093957 6.148593 -1.040106 -0.1 0.0 0.0
H 1.802692 8.178853 0.340407 -0.1 -0.1 0.0
H 1.158186 7.186408 1.686646 0.1 0.1 -0.1
H 4.415147 5.831696 2.284026 -0.1 -0.1 0.0
H 2.708582 5.776494 2.830140 0.1 0.0 0.0
H 3.127962 3.723935 1.560723 0.2 0.0 0.0
H 3.785642 4.660018 0.184849 -0.1 0.0 0.0
H 1.058600 2.215216 -0.523916 0.2 -0.1 0.0
H -1.627877 -1.682298 -3.373653 -0.1 0.0 -0.1
H -2.365642 -3.723509 -2.153379 -0.1 -0.1 0.0
```
Forces are in eV/Å.

Results
SMILES	O=C(NCc1ccco1)c1ccc(S(=O)(=O)c2cccc(S(=O)(=O)N3CCOCC3)c2)cc1
Kohn-Sham gap	8.67	eV
maximum force	1.1	eV/A
E_HOMO	-8.858	eV
E_tot	-2284.0689	hartree
total charge	0


No. 4
C22H22N4O2S | ωB97M-V/def2-TZVPD

Structure (XYZ):
```
51
Properties=species:S:1:pos:R:3:forces:R:3
C -1.075215 -4.540867 -0.779859 -0.1 0.2 -0.1
C -1.616648 -3.121811 -0.881643 0.0 -0.1 0.2
C -2.215859 -2.671919 0.449579 0.1 -0.4 -0.2
N -2.747840 -1.321984 0.363209 -0.4 -0.2 0.0
C -4.101882 -1.117085 0.189778 0.1 -0.2 0.1
O -4.877678 -2.049535 0.142205 -0.1 0.0 -0.1
C -4.521199 0.294377 0.084067 -0.1 0.4 0.0
C -5.876944 0.575093 -0.078443 0.2 0.0 0.0
C -6.315205 1.878358 -0.181725 -0.1 0.0 0.0
C -5.400813 2.922339 -0.122846 0.1 -0.1 0.0
C -4.052275 2.670684 0.038273 0.1 0.0 0.0
C -3.608322 1.356723 0.139385 -0.8 0.0 -0.1
N -2.275462 1.021076 0.299724 0.8 -0.7 0.1
C -1.090001 1.714043 0.389648 0.3 0.0 0.2
S -0.876059 3.427187 0.283216 0.1 0.6 0.0
C 0.938729 3.377077 0.271584 -0.6 -0.1 0.1
C 1.408670 2.427216 -0.827052 0.0 0.3 -0.2
O 0.802798 2.327947 -1.867958 0.2 0.0 0.1
C 2.646900 1.677457 -0.543535 0.5 -0.4 -0.2
C 3.634583 2.134560 0.326348 -0.3 0.0 -0.2
C 4.774418 1.383492 0.534867 0.1 -0.1 0.0
C 4.953281 0.159444 -0.100589 0.1 0.1 -0.1
C 6.165528 -0.678468 0.181201 -0.1 -0.1 0.2
C 5.896595 -1.618282 1.358940 0.2 0.0 -0.1
C 3.964765 -0.292512 -0.967762 0.0 0.1 0.0
C 2.832228 0.459902 -1.197016 -0.1 0.2 0.1
N -0.092990 0.889203 0.538854 -0.2 1.0 0.1
N -0.570292 -0.370469 0.545515 -0.6 -1.3 0.0
C -1.862346 -0.293043 0.402441 0.5 0.7 0.1
H -0.652793 -4.852898 -1.731347 0.1 -0.1 0.0
H -1.869320 -5.233856 -0.511656 0.0 -0.1 0.0
H -0.297115 -4.595922 -0.022423 0.1 -0.1 0.1
H -2.387984 -3.073948 -1.653304 0.0 0.1 0.0
H -0.811800 -2.435826 -1.151168 -0.1 0.0 -0.1
H -1.447690 -2.678330 1.225517 -0.1 0.0 0.0
H -3.048353 -3.319855 0.731958 0.2 0.1 0.0
H -6.560709 -0.258965 -0.119367 0.0 -0.1 0.0
H -7.366132 2.087436 -0.307421 -0.1 0.0 0.0
H -5.740961 3.943380 -0.202756 0.0 0.1 0.0
H -3.343653 3.482203 0.083869 -0.1 0.1 0.0
H 1.274740 3.059738 1.256094 0.1 0.0 -0.1
H 1.264232 4.396335 0.059370 0.0 0.0 0.0
H 3.532609 3.090059 0.819367 0.0 0.1 0.1
H 5.540918 1.751271 1.202420 0.1 0.0 0.1
H 6.419758 -1.270439 -0.700109 0.1 0.1 0.0
H 7.015308 -0.035927 0.419977 0.0 0.0 -0.1
H 6.769859 -2.234213 1.560433 0.1 -0.1 0.1
H 5.659943 -1.046210 2.253122 0.0 0.0 0.1
H 5.053907 -2.268976 1.137699 -0.1 -0.1 0.0
H 4.090898 -1.240746 -1.470192 0.0 -0.1 -0.1
H 2.062872 0.115475 -1.870465 -0.1 0.0 -0.1
```
Forces are in eV/Å.

Results
SMILES	CCCn1c(=O)c2ccccc2n2c(SCC(=O)c3ccc(CC)cc3)nnc12
Kohn-Sham gap	8.49	eV
maximum force	1.4	eV/A
E_HOMO	-8.264	eV
E_tot	-1619.2721	hartree
total charge	0
relative energy (zero: lowest compared OMol25 entry of this formula, charge and spin)	0.0	kcal/mol


No. 5
C22H22N4O2S | ωB97M-V/def2-TZVPD

Structure (XYZ):
```
51
Properties=species:S:1:pos:R:3:forces:R:3
C -1.910262 3.321496 0.206958 -0.1 0.1 0.1
O -1.130930 2.634718 -0.743210 0.2 -0.1 -0.2
C -1.667502 1.525119 -1.344495 0.0 -0.1 -0.2
C -2.842741 0.897022 -0.949500 0.1 0.3 0.1
C -3.256776 -0.257526 -1.590527 0.1 -0.2 -0.3
C -2.515904 -0.804554 -2.631613 -0.1 0.3 0.2
O -2.998992 -1.947708 -3.220270 -0.2 0.2 0.0
C -2.076954 -2.979960 -3.500299 0.2 -0.4 -0.1
C -1.976004 -3.986889 -2.353794 0.2 0.5 0.0
S -1.649037 -3.214277 -0.736692 -0.1 -0.3 0.2
C -0.207990 -2.309865 -1.101110 -0.2 0.1 0.3
N 0.624732 -2.488392 -2.093440 -0.6 -0.8 0.0
N 1.557177 -1.528674 -2.013095 0.9 0.8 -0.2
C 1.299058 -0.776852 -0.978765 -0.3 0.1 0.2
C 2.075250 0.399591 -0.510780 -0.1 0.0 0.1
C 2.503436 0.189513 0.922509 0.3 -0.1 0.0
C 3.326312 -0.879412 1.180547 -0.2 0.3 -0.1
C 3.748360 -1.184405 2.479165 0.0 0.0 0.3
C 3.336694 -0.412114 3.527325 0.1 -0.2 -0.1
C 2.493963 0.696436 3.311672 -0.1 0.0 -0.2
C 2.067563 1.497345 4.392334 -0.1 0.2 0.1
C 1.253327 2.574710 4.193985 0.1 -0.1 0.2
C 0.835313 2.898718 2.895657 -0.1 0.0 -0.2
C 1.230084 2.143195 1.826938 -0.1 0.2 -0.1
C 2.066037 1.015066 1.991577 0.2 -0.1 0.3
N 0.170322 -1.232475 -0.357356 0.2 -0.4 -0.9
N -0.416231 -0.752254 0.805868 0.0 0.0 0.7
C -1.364810 -0.145137 -3.057764 -0.2 -0.2 -0.1
C -0.945323 1.000372 -2.415464 -0.1 0.2 0.3
H -2.052974 2.729856 1.118313 0.0 0.0 0.0
H -1.350074 4.223086 0.449940 -0.1 0.0 0.0
H -2.885049 3.601536 -0.202599 0.0 0.0 0.0
H -3.438276 1.285255 -0.138049 0.0 0.1 0.1
H -4.160332 -0.757849 -1.279557 -0.1 -0.1 0.0
H -2.456331 -3.503210 -4.383606 0.1 0.1 0.1
H -1.077138 -2.593956 -3.715078 -0.2 0.0 0.0
H -1.175816 -4.697622 -2.552899 -0.1 -0.1 -0.1
H -2.921327 -4.507336 -2.203346 0.0 0.0 0.0
H 1.471529 1.299235 -0.631313 0.1 0.0 0.0
H 2.949677 0.486616 -1.158074 -0.1 0.0 0.0
H 3.649327 -1.502221 0.358373 0.0 -0.1 -0.1
H 4.394939 -2.033995 2.640942 0.1 -0.1 0.0
H 3.648791 -0.637385 4.536961 0.0 0.0 0.1
H 2.403468 1.238526 5.386455 0.0 0.0 0.1
H 0.931649 3.183452 5.026174 0.0 0.0 0.1
H 0.199558 3.759511 2.744196 0.0 0.1 -0.1
H 0.899374 2.434110 0.841264 0.0 0.0 -0.1
H -0.474354 0.263135 0.764187 -0.2 -0.2 -0.2
H -1.348817 -1.151888 0.887399 0.1 0.2 -0.2
H -0.784879 -0.520464 -3.886428 0.0 -0.1 -0.1
H -0.051115 1.508801 -2.739619 0.1 0.1 0.0
```
Forces are in eV/Å.

Results
SMILES	COc1ccc(OCCSc2nnc(Cc3cccc4ccccc34)n2N)cc1
Kohn-Sham gap	8.60	eV
maximum force	1.2	eV/A
E_HOMO	-8.135	eV
E_tot	-1619.1907	hartree
total charge	0
relative energy (zero: lowest compared OMol25 entry of this formula, charge and spin)	51.0	kcal/mol


The lowest Kohn-Sham gap belongs to which entry?
C22H22MgN3O2S2